1.
The following is a DFT calculation (ωB97M-V/def2-TZVPD) of an isolated molecule of C2H8N2O2 in a non-equilibrium geometry.

SMILES = NN(O)CCO
energy relative to the best compared isomer or geometry (same formula, charge and spin) = 362.9 kJ/mol

Last column: Mulliken charge in e.
Atoms and positions in Å:
O -2.46 -0.97 0.49  -0.5218
H -0.56 -1.72 0.85  0.2823
H 1.84 -0.23 -1.66  0.2433
N 1.80 -0.51 -0.68  -0.6146
H 1.51 2.07 0.55  0.3525
H -2.91 -0.11 0.55  0.2987
H -1.05 1.06 -0.38  0.3828
O 1.23 1.73 -0.31  -0.4655
N 0.93 0.36 0.04  0.0249
C -0.50 0.11 -0.35  -0.2916
C -1.02 -0.74 0.79  -0.4508
H 2.76 -0.43 -0.33  0.2504
H -0.98 -0.22 1.75  0.2681
H -0.60 -0.40 -1.31  0.2414

=====

2.
The following is a DFT calculation (ωB97M-V/def2-TZVPD) of a structure of composition C2H8N2O2 in a non-equilibrium geometry.

energy relative to the best compared isomer or geometry (same formula, charge and spin) = 623.1 kJ/mol

Last column: Mulliken charge in e.
Atoms and positions in Å:
N 0.49 0.14 -0.61  -0.2886
H -0.71 0.40 0.07  0.2409
C 0.37 -0.89 -1.63  -0.8035
H 0.55 -1.85 -1.13  0.2815
H 0.69 1.07 -0.97  0.3283
C -1.40 0.85 1.21  -0.4987
N 1.56 -0.14 0.57  0.0286
H -1.56 1.88 0.86  0.2449
H 0.47 0.40 1.74  0.4319
H 1.12 -0.75 -2.41  0.3208
H -0.62 -0.87 -2.08  0.3057
H -2.32 0.34 1.48  0.2494
O -0.42 0.72 2.14  -0.5300
O 1.77 -1.30 0.76  -0.3113

=====

3.
The following is a DFT calculation (ωB97M-V/def2-TZVPD) of a cluster of 2 separate species, C2H8N2O2S in total in a non-equilibrium geometry.

energy relative to the best compared isomer or geometry (same formula, charge and spin) = 163.5 kJ/mol

Last column: Mulliken charge in e.
Atoms and positions in Å:
H 1.36 -1.69 -0.50  0.1541
N 2.23 0.22 0.06  -0.5701
O -2.38 -1.87 0.24  -0.5018
H -1.35 2.05 -0.36  0.2272
H -1.91 0.61 -2.14  0.2817
N -0.74 1.32 -0.49  -0.5163
H -3.10 -2.36 0.60  0.3312
H -0.22 1.14 0.38  0.2360
C -1.36 0.24 -1.16  -0.3568
O -3.00 0.70 0.74  -0.5447
C 2.19 -1.02 -0.14  -0.1681
H -0.55 -0.46 -1.33  0.2422
H 1.61 0.69 -0.48  0.3580
S -2.98 -0.34 -0.31  0.5683
H 3.06 -1.52 0.27  0.2591

=====

4.
The following is a DFT calculation (ωB97M-V/def2-TZVPD) of a cluster of 2 separate species, C2H8N2O3 in total in a non-equilibrium geometry.

SMILES = O=C(O)O.CNN
energy relative to the best compared isomer or geometry (same formula, charge and spin) = 120.3 kJ/mol

Last column: Mulliken charge in e.
Atoms and positions in Å:
O -1.03 -2.51 -0.86  -0.5602
H 2.18 0.06 1.00  0.2180
O -1.46 -0.43 -1.65  -0.4142
C -0.28 1.78 0.95  -0.7771
H 0.48 0.40 -0.36  0.2251
H -2.36 -0.75 -1.46  0.3440
H -1.19 1.98 0.38  0.2711
N 0.21 0.44 0.65  -0.0598
H 1.17 -0.80 1.94  0.2279
H 0.47 2.53 0.66  0.3057
N 1.31 0.12 1.52  -0.6771
H -0.51 1.90 2.01  0.2650
O 0.61 -1.22 -1.80  -0.4556
H 1.07 -2.06 -1.66  0.3411
C -0.67 -1.45 -1.31  0.7461